Density functional theory data (ωB97M-V/def2-TZVPD) for a 4-piece molecular cluster, C12H22O12 overall at a distorted geometry.

**Relative energy (zero: lowest compared OMol25 entry of this formula, charge and spin)**: 0.000 eV
**Total energy**: -1373.3501 hartree
**Total charge**: 0
**Kohn-Sham gap**: 10.9872 eV
**SMILES**: COC(=O)OC.COC(=O)OC.COC(=O)OC.O=C1OCCO1
**Spin multiplicity**: 1

Positions of all 46 atoms, in Å:
C1 -0.54011 3.94076 0.47463
O1 0.28740 4.71221 1.35620
C2 0.96920 5.69663 0.77523
O2 0.81335 6.09523 -0.34773
O3 1.84341 6.18200 1.65741
C3 2.57201 7.32502 1.18428
H1 -0.97811 3.14049 1.06326
H2 0.05115 3.48711 -0.31904
H3 -1.33593 4.56064 0.06445
H4 1.86889 8.13922 1.02375
H5 3.11527 7.08303 0.27555
H6 3.26764 7.57446 1.97881
C4 -0.98193 -6.32948 -0.78752
O4 -2.27421 -5.88718 -1.20748
C5 -2.31143 -4.72506 -1.85774
O5 -1.38165 -3.99032 -2.06487
O6 -3.56731 -4.51216 -2.23542
C6 -3.83195 -3.29480 -2.91263
H7 -1.12545 -6.79903 0.17907
H8 -0.28797 -5.49673 -0.68266
H9 -0.57056 -6.99292 -1.54632
H10 -3.22856 -3.17995 -3.81120
H11 -3.69910 -2.43405 -2.25685
H12 -4.88088 -3.32913 -3.20074
C7 -2.32748 -0.16206 1.36008
O7 -1.22818 0.67248 1.78211
C8 -0.13183 0.02245 2.13211
O8 -0.04195 -1.15524 2.37102
O9 0.86878 0.91023 2.18099
C9 2.13913 0.44344 2.57003
H13 -2.57163 -0.87950 2.13608
H14 -2.08585 -0.56998 0.38309
H15 -3.16743 0.52308 1.25926
H16 2.56196 1.06879 3.35583
H17 2.83861 0.48051 1.72751
H18 2.14192 -0.58195 2.93529
O10 0.60203 1.20483 -1.62852
C10 1.06283 0.12609 -1.48113
O11 2.25512 -0.28605 -1.95983
C11 2.61156 -1.54395 -1.38901
C12 1.38526 -1.93584 -0.53724
O12 0.44935 -0.87534 -0.81495
H19 2.84133 -2.22266 -2.20729
H20 3.49619 -1.45392 -0.75941
H21 1.58315 -1.85629 0.53186
H22 0.92397 -2.89513 -0.75035